ORCA calculation (ωB97M-V/def2-TZVPD) on C37H49AuN4P2 as an isolated structure.

The geometry in ORCA input format:
```
! wB97M-V def2-TZVPD RIJCOSX def2/J DEFGRID3
* xyz 2 1
Au 0.137 0.174 0.325
C -3.025 0.348 -1.726
C -3.330 0.868 -0.321
C -4.813 0.720 0.005
P -2.163 -0.009 0.826
C -2.541 0.257 2.630
C -2.747 1.753 2.865
C -3.659 -0.579 3.244
C -2.315 -1.773 0.440
C -3.498 -2.464 0.645
C -3.617 -3.823 0.354
C -4.914 -4.532 0.511
C -2.460 -4.494 -0.058
C -1.282 -3.822 -0.283
C -1.197 -2.420 -0.144
N -0.105 -1.679 -0.509
C 0.815 -2.097 -1.414
C 0.589 -3.146 -2.334
C 1.621 -3.687 -3.058
C 2.930 -3.203 -2.931
C 4.049 -3.799 -3.701
C 3.122 -2.055 -2.164
C 2.082 -1.453 -1.478
P 2.232 0.242 -0.865
C 2.029 1.252 -2.433
C 2.343 2.722 -2.155
C 2.780 0.730 -3.651
C 3.924 0.429 -0.093
C 3.845 1.432 1.060
C 5.067 0.820 -1.026
H -3.481 0.992 -2.474
H -3.424 -0.657 -1.852
H -1.950 0.309 -1.918
H -3.048 1.929 -0.242
H -5.152 -0.301 -0.153
H -5.380 1.363 -0.667
H -5.042 1.023 1.023
H -1.596 -0.055 3.102
H -3.689 2.097 2.445
H -1.943 2.345 2.432
H -2.764 1.949 3.935
H -4.636 -0.327 2.836
H -3.684 -0.375 4.313
H -3.477 -1.643 3.120
H -4.360 -1.942 1.025
H -5.639 -3.924 1.044
H -4.783 -5.475 1.039
H -5.329 -4.778 -0.470
H -2.495 -5.564 -0.195
H -0.398 -4.386 -0.537
H -0.421 -3.489 -2.494
H 1.416 -4.492 -3.745
H 3.945 -4.879 -3.762
H 5.009 -3.546 -3.259
H 4.039 -3.414 -4.724
H 4.102 -1.607 -2.132
H 0.954 1.151 -2.642
H 3.409 2.911 -2.232
H 2.004 3.029 -1.166
H 1.849 3.352 -2.890
H 3.855 0.825 -3.538
H 2.486 1.322 -4.515
H 2.532 -0.309 -3.862
H 4.111 -0.571 0.324
H 3.624 2.434 0.703
H 4.805 1.464 1.571
H 3.091 1.145 1.785
H 4.962 1.846 -1.367
H 5.166 0.168 -1.888
H 5.997 0.759 -0.464
C -1.014 5.368 -1.085
C -1.072 4.098 -1.640
C -0.641 3.005 -0.917
C -0.166 3.156 0.390
C -0.134 4.441 0.955
C -0.553 5.526 0.216
N 0.285 2.059 1.084
N 0.524 2.163 2.345
C 0.962 1.136 3.067
C 1.329 1.348 4.412
C 1.828 0.292 5.134
C 1.951 -0.960 4.523
C 1.540 -1.099 3.211
N 1.046 -0.097 2.499
H -1.336 6.224 -1.655
H -1.454 3.956 -2.638
H -0.674 2.014 -1.347
H 0.228 4.553 1.967
H -0.525 6.507 0.660
H 1.221 2.339 4.824
H 2.131 0.432 6.162
H 2.354 -1.802 5.061
H 1.609 -2.048 2.698
*
```

Its energy relative to the best compared isomer or geometry (same formula, charge and spin) is 0.887 eV. The calculation puts the highest occupied orbital energy at -11.938 eV. The max |F| is 0.0883 hartree/bohr. The value obtained for the lowest unoccupied orbital energy is -7.6695 eV.

From a Mulliken analysis of the wavefunction, the atomic charges in e read: number 1, Au, carries 1.11; number 2, C, carries -1.45; number 3, C, carries 0.66; number 4, C, carries -1.34; number 5, P, carries -0.06; number 6, C, carries 0.97; number 7, C, carries -1.39; number 8, C, carries -1.55; number 9, C, carries 0.00; number 10, C, carries -0.39; number 11, C, carries 0.03; number 12, C, carries -1.71; number 13, C, carries -1.01; number 14, C, carries -0.88; number 15, C, carries 0.98; number 16, N, carries -0.49; number 17, C, carries 0.23; number 18, C, carries -0.91; number 19, C, carries -1.10; number 20, C, carries 0.48; number 21, C, carries -1.75; number 22, C, carries -0.45; number 23, C, carries 0.49; number 24, P, carries 0.32; number 25, C, carries 1.05; number 26, C, carries -1.56; number 27, C, carries -1.45; number 28, C, carries 0.44; number 29, C, carries -1.33; number 30, C, carries -1.51; number 31, H, carries 0.54; number 32, H, carries 0.36; number 33, H, carries 0.10; number 34, H, carries 0.50; number 35, H, carries 0.28; number 36, H, carries 0.45; number 37, H, carries 0.31; number 38, H, carries -0.05; number 39, H, carries 0.28; number 40, H, carries 0.30; number 41, H, carries 0.47; number 42, H, carries 0.26; number 43, H, carries 0.49; number 44, H, carries 0.45; number 45, H, carries 0.43; number 46, H, carries 0.39; number 47, H, carries 0.40; number 48, H, carries 0.34; number 49, H, carries 0.48; number 50, H, carries 0.77; number 51, H, carries 0.75; number 52, H, carries 0.47; number 53, H, carries 0.43; number 54, H, carries 0.38; number 55, H, carries 0.32; number 56, H, carries 0.25; number 57, H, carries 0.20; number 58, H, carries 0.33; number 59, H, carries 0.25; number 60, H, carries 0.48; number 61, H, carries 0.27; number 62, H, carries 0.48; number 63, H, carries 0.35; number 64, H, carries 0.68; number 65, H, carries 0.34; number 66, H, carries 0.55; number 67, H, carries 0.14; number 68, H, carries 0.32; number 69, H, carries 0.26; number 70, H, carries 0.50; number 71, C, carries -0.72; number 72, C, carries -1.30; number 73, C, carries 0.64; number 74, C, carries -0.04; number 75, C, carries -0.41; number 76, C, carries -0.78; number 77, N, carries 1.55; number 78, N, carries -0.64; number 79, C, carries 0.00; number 80, C, carries -0.88; number 81, C, carries -0.67; number 82, C, carries -0.83; number 83, C, carries -0.76; number 84, N, carries 0.98; number 85, H, carries 0.50; number 86, H, carries 0.53; number 87, H, carries 0.14; number 88, H, carries 0.51; number 89, H, carries 0.48; number 90, H, carries 0.59; number 91, H, carries 0.47; number 92, H, carries 0.46; number 93, H, carries 0.49

***

ORCA calculation (ωB97M-V/def2-TZVPD) on C27H27AsF11FeNO5SeTe as an isolated structure.

The geometry in ORCA input format:
```
! wB97M-V def2-TZVPD RIJCOSX def2/J DEFGRID3
* xyz -1 2
Fe 1.790 1.510 -2.782
O 0.185 4.933 -1.476
Se 0.338 3.681 -2.474
O 1.987 3.325 -2.785
O 0.021 2.192 -1.702
O -0.517 3.785 -3.827
F 4.337 1.532 -2.088
C 3.188 1.460 -1.367
F 3.208 0.219 -0.776
C 3.319 2.492 -0.175
F 3.432 1.841 1.003
F 2.263 3.294 -0.051
F 4.399 3.260 -0.325
C 1.232 -1.589 6.378
C 1.137 -1.001 4.991
C 0.508 0.216 4.767
C 0.401 0.767 3.492
C -0.242 2.128 3.315
C 0.922 0.050 2.418
Te 0.346 0.668 0.358
N -0.247 -0.691 -1.003
C 0.510 -0.979 -2.037
O 1.415 -0.283 -2.594
C 0.253 -2.290 -2.705
C 0.283 -2.374 -4.094
C 0.047 -3.594 -4.712
C -0.206 -4.726 -3.947
C -0.224 -4.642 -2.560
C -0.002 -3.421 -1.938
C -1.693 0.585 0.995
C -2.218 -0.643 1.434
C -1.392 -1.889 1.671
C -3.580 -0.730 1.700
C -4.431 0.351 1.546
C -5.912 0.229 1.792
C -3.882 1.558 1.137
C -2.529 1.704 0.858
C -2.043 3.053 0.392
C 1.593 -1.163 2.612
C 2.234 -1.930 1.478
C 1.684 -1.673 3.904
H 0.908 -0.871 7.132
H 2.257 -1.890 6.603
H 0.601 -2.478 6.462
H 0.095 0.771 5.606
H -0.052 2.757 4.184
H -1.322 2.031 3.191
H 0.158 2.631 2.437
H 0.486 -1.483 -4.678
H 0.074 -3.660 -5.794
H -0.388 -5.678 -4.436
H -0.399 -5.529 -1.962
H -0.011 -3.331 -0.859
H -0.575 -1.959 0.959
H -2.011 -2.780 1.565
H -0.965 -1.876 2.677
H -3.981 -1.683 2.032
H -6.154 -0.713 2.287
H -6.458 0.269 0.848
H -6.272 1.048 2.417
H -4.532 2.419 1.000
H -2.859 3.773 0.377
H -1.640 2.983 -0.616
H -1.248 3.456 1.021
H 1.779 -1.691 0.513
H 2.149 -3.006 1.639
H 3.294 -1.678 1.402
H 2.198 -2.619 4.062
F 2.124 3.007 -5.424
As 1.841 1.393 -5.888
F 0.695 1.868 -7.058
F 3.138 1.466 -7.003
F 1.596 -0.267 -6.270
F 2.981 0.878 -4.595
F 0.578 1.229 -4.650
*
```

As for the expectation value of S²: 0.99. The calculation puts the highest occupied orbital energy (spin up / spin down) at -6.598 / -6.599 eV. The max |F| is 0.0412 hartree/bohr. The value obtained for the lowest unoccupied orbital energy (spin up / spin down) is 1.3259 / 1.3458 eV.

From a Mulliken analysis of the wavefunction, the atomic charges in e read: number 1, Fe, carries 1.18; number 2, O, carries -0.75; number 3, Se, carries 1.41; number 4, O, carries -0.69; number 5, O, carries -1.11; number 6, O, carries -0.71; number 7, F, carries -0.31; number 8, C, carries 0.79; number 9, F, carries -0.13; number 10, C, carries 0.53; number 11, F, carries -0.28; number 12, F, carries -0.13; number 13, F, carries -0.30; number 14, C, carries -1.62; number 15, C, carries 0.76; number 16, C, carries -0.79; number 17, C, carries 0.94; number 18, C, carries -1.78; number 19, C, carries 0.31; number 20, Te, carries 0.68; number 21, N, carries -0.46; number 22, C, carries 0.75; number 23, O, carries -0.64; number 24, C, carries 0.26; number 25, C, carries -0.41; number 26, C, carries -0.68; number 27, C, carries -0.35; number 28, C, carries -0.73; number 29, C, carries -0.13; number 30, C, carries 0.26; number 31, C, carries 1.40; number 32, C, carries -1.08; number 33, C, carries -0.91; number 34, C, carries 0.60; number 35, C, carries -1.62; number 36, C, carries -0.92; number 37, C, carries 0.72; number 38, C, carries -1.20; number 39, C, carries 1.13; number 40, C, carries -1.50; number 41, C, carries -0.93; number 42, H, carries 0.36; number 43, H, carries 0.37; number 44, H, carries 0.30; number 45, H, carries 0.39; number 46, H, carries 0.53; number 47, H, carries 0.35; number 48, H, carries 0.05; number 49, H, carries 0.42; number 50, H, carries 0.43; number 51, H, carries 0.36; number 52, H, carries 0.39; number 53, H, carries 0.26; number 54, H, carries -0.36; number 55, H, carries 0.52; number 56, H, carries 0.25; number 57, H, carries 0.36; number 58, H, carries 0.35; number 59, H, carries 0.32; number 60, H, carries 0.37; number 61, H, carries 0.39; number 62, H, carries 0.42; number 63, H, carries -0.07; number 64, H, carries 0.24; number 65, H, carries 0.07; number 66, H, carries 0.43; number 67, H, carries 0.42; number 68, H, carries 0.42; number 69, F, carries -0.44; number 70, As, carries 2.27; number 71, F, carries -0.50; number 72, F, carries -0.49; number 73, F, carries -0.53; number 74, F, carries -0.59; number 75, F, carries -0.64

***

ORCA calculation (ωB97M-V/def2-TZVPD) on a 7-piece molecular cluster, H13O7 overall.

The geometry in ORCA input format:
```
! wB97M-V def2-TZVPD RIJCOSX def2/J DEFGRID3
* xyz -1 1
O -1.370 1.010 -1.043
H -1.871 1.834 -1.174
O -1.930 -0.945 -2.802
H -1.329 -1.576 -2.403
H -2.000 -0.212 -2.114
O -1.253 -0.962 0.622
H -2.163 -1.196 0.488
H -1.040 -0.381 -0.171
O 0.311 2.156 0.358
H -0.363 1.743 -0.383
H -0.016 1.920 1.220
O -0.316 -0.312 3.049
H 0.453 -0.674 2.595
H -0.933 -0.321 2.284
O 2.028 0.531 -0.621
H 1.309 0.391 -1.255
H 1.515 1.244 -0.088
O 3.177 -1.784 0.420
H 2.886 -1.361 1.243
H 2.904 -1.104 -0.225
*
```

Its energy relative to the best compared isomer or geometry (same formula, charge and spin) is 0.654 eV. The calculation puts the highest occupied orbital energy at -5.994 eV. The max |F| is 0.0261 hartree/bohr. The value obtained for the lowest unoccupied orbital energy is 3.6236 eV.

From a Mulliken analysis of the wavefunction, the atomic charges in e read: number 1, O, carries -1.02; number 2, H, carries 0.15; number 3, O, carries -0.67; number 4, H, carries 0.28; number 5, H, carries 0.40; number 6, O, carries -0.70; number 7, H, carries 0.29; number 8, H, carries 0.39; number 9, O, carries -0.82; number 10, H, carries 0.35; number 11, H, carries 0.31; number 12, O, carries -0.67; number 13, H, carries 0.30; number 14, H, carries 0.40; number 15, O, carries -0.76; number 16, H, carries 0.28; number 17, H, carries 0.46; number 18, O, carries -0.67; number 19, H, carries 0.28; number 20, H, carries 0.41